No. 1
C30H41AsBr2Cl3N5OSSr as an isolated structure in a non-equilibrium geometry, computed with ωB97M-V with the def2-TZVPD basis set.

Output
Highest occupied orbital energy ... -12.81 eV
Gap between HOMO and LUMO ... 7.73 eV

Geometry as ORCA input:
```
! wB97M-V def2-TZVPD RIJCOSX def2/J DEFGRID3
* xyz 2 1
Sr 0.153 -1.130 -1.003
N 2.153 -1.035 -2.591
C 1.586 -1.125 -3.939
C 0.630 0.044 -4.176
N -0.474 0.093 -3.215
C -1.753 -0.393 -3.735
C -1.784 -1.917 -3.754
N -1.609 -2.428 -2.392
H 2.864 -1.759 -2.479
H 2.657 -0.150 -2.523
H 2.354 -1.084 -4.721
H 1.076 -2.088 -4.020
H 1.212 0.968 -4.090
H 0.247 -0.019 -5.199
H -0.611 1.063 -2.957
H -2.546 -0.042 -3.067
H -1.950 -0.022 -4.750
H -2.724 -2.248 -4.213
H -0.966 -2.276 -4.379
H -2.516 -2.414 -1.928
H -1.338 -3.407 -2.437
Br 1.852 0.674 2.629
C 3.507 -0.313 2.456
Br 3.579 -1.243 0.767
H 3.554 -1.058 3.248
H 4.341 0.387 2.498
C 0.779 -4.319 1.845
As 0.451 -3.899 -0.025
C 2.042 -4.727 -0.787
C -0.931 -5.254 -0.521
C -0.645 -6.637 -0.025
C -1.121 -7.058 1.213
C -0.937 -8.365 1.632
C -0.257 -9.265 0.829
C 0.237 -8.851 -0.397
C 0.046 -7.547 -0.820
H 0.941 -5.397 1.939
H -0.060 -4.020 2.477
H 1.675 -3.793 2.178
H 2.078 -5.768 -0.463
H 2.940 -4.214 -0.442
H 2.022 -4.698 -1.877
H -0.985 -5.279 -1.614
H -1.892 -4.903 -0.131
H -1.668 -6.363 1.840
H -1.335 -8.683 2.584
H -0.127 -10.286 1.150
H 0.765 -9.548 -1.030
H 0.410 -7.241 -1.794
Cl 4.497 6.412 3.213
C 2.957 6.037 2.542
C 2.338 4.832 2.846
C 1.088 4.565 2.324
C 0.446 5.462 1.478
C -0.926 5.124 0.952
C -0.843 4.674 -0.537
N -0.102 3.448 -0.623
C 1.248 3.322 -0.741
C 1.515 1.985 -0.685
N 0.347 1.294 -0.524
C -0.605 2.212 -0.479
O -1.800 6.209 1.105
C -3.152 5.855 1.352
C -3.308 5.087 2.635
C -3.462 3.731 2.720
Cl -3.576 2.624 1.418
S -3.566 3.152 4.349
C -3.364 4.755 4.929
C -3.241 5.663 3.931
C 1.104 6.645 1.146
Cl 0.396 7.762 0.044
C 2.345 6.944 1.689
H 2.820 4.126 3.501
H 0.595 3.639 2.582
H -1.295 4.265 1.528
H -0.366 5.455 -1.130
H -1.852 4.500 -0.916
H 1.899 4.164 -0.859
H 2.466 1.486 -0.726
H -1.651 2.014 -0.325
H -3.563 5.269 0.517
H -3.683 6.807 1.414
H -3.362 4.926 5.986
H -3.094 6.715 4.099
H 2.827 7.880 1.453
*
```



No. 2
A 7-piece molecular cluster, C30H41BF18NO17 overall in a non-equilibrium geometry, computed with ωB97M-V with the def2-TZVPD basis set.

Output
Highest occupied orbital energy ... -4.03 eV
Gap between HOMO and LUMO ... 5.38 eV

Geometry as ORCA input:
```
! wB97M-V def2-TZVPD RIJCOSX def2/J DEFGRID3
* xyz -1 1
C -7.072 -0.163 0.191
C -8.647 -0.098 -0.094
O -9.090 -0.926 -1.206
B -8.531 -2.258 -1.126
O -7.337 -2.500 -1.938
C -9.070 -3.476 -0.195
N -10.149 -4.316 -0.809
C -11.390 -3.541 -1.117
C -11.885 -2.562 0.041
O -12.917 -1.856 -0.182
C -7.796 -4.473 0.014
O -7.693 -5.570 -0.628
O -6.832 -4.063 0.943
H -6.772 -1.013 0.916
H -6.430 -0.179 -0.768
H -6.765 0.809 0.741
H -8.915 0.989 -0.388
H -9.185 -0.315 0.893
H -7.543 -2.274 -2.871
H -9.317 -3.104 0.869
H -9.774 -4.594 -1.741
H -12.233 -4.325 -1.256
H -11.355 -2.967 -2.120
H -11.400 -2.467 1.078
C -1.862 3.099 4.258
C -2.341 3.440 2.860
O -3.554 2.732 2.555
C -4.693 3.277 3.030
O -4.741 4.291 3.677
C -5.899 2.450 2.591
F -5.703 1.126 2.749
F -6.192 2.643 1.284
F -7.016 2.751 3.281
H -1.758 2.020 4.373
H -0.901 3.573 4.462
H -2.579 3.432 5.012
H -1.605 3.120 2.138
H -2.476 4.517 2.730
C 1.212 1.939 -3.321
C 0.058 2.864 -2.988
O -0.171 2.898 -1.570
C 0.632 3.717 -0.861
O 1.504 4.395 -1.341
C 0.246 3.691 0.616
F 0.035 2.438 1.072
F -0.895 4.385 0.849
F 1.189 4.228 1.411
H 1.041 0.944 -2.902
H 1.336 1.851 -4.402
H 2.148 2.308 -2.895
H -0.859 2.486 -3.445
H 0.222 3.871 -3.379
C 4.012 8.413 -3.923
C 4.643 7.319 -3.084
O 4.200 6.026 -3.521
C 4.839 5.511 -4.591
O 5.731 6.065 -5.180
C 4.300 4.119 -4.912
F 2.953 4.064 -4.877
F 4.743 3.193 -4.033
F 4.664 3.686 -6.133
H 2.923 8.321 -3.919
H 4.286 9.399 -3.542
H 4.333 8.344 -4.965
H 4.326 7.425 -2.045
H 5.735 7.380 -3.096
C 7.353 1.400 -3.594
C 7.990 0.313 -2.751
O 7.549 -0.985 -3.180
C 8.188 -1.503 -4.250
O 9.075 -0.947 -4.843
C 7.655 -2.899 -4.563
F 6.308 -2.961 -4.525
F 8.105 -3.818 -3.681
F 8.018 -3.333 -5.784
H 6.265 1.305 -3.586
H 7.625 2.389 -3.219
H 7.671 1.327 -4.637
H 7.675 0.423 -1.711
H 9.081 0.377 -2.766
C -2.972 -0.983 8.827
C -1.674 -1.328 8.125
O -1.194 -0.206 7.367
C -0.516 0.731 8.061
O -0.303 0.677 9.244
C -0.027 1.833 7.124
F -0.978 2.234 6.254
F 1.025 1.430 6.379
F 0.375 2.937 7.782
H -3.711 -0.616 8.111
H -3.379 -1.858 9.338
H -2.822 -0.191 9.565
H -1.847 -2.137 7.412
H -0.914 -1.676 8.828
C 7.802 -7.141 -2.843
C 8.722 -8.045 -2.046
O 8.569 -7.810 -0.638
C 7.524 -8.428 -0.046
O 6.742 -9.137 -0.622
C 7.510 -8.131 1.452
F 7.729 -6.827 1.724
F 8.467 -8.824 2.108
F 6.340 -8.449 2.033
H 7.963 -6.095 -2.574
H 7.975 -7.262 -3.915
H 6.753 -7.365 -2.635
H 9.762 -7.817 -2.291
H 8.559 -9.099 -2.285
*
```



No. 3
C30H41BrCrF4N2O3P2 as an isolated structure in a non-equilibrium geometry, computed with ωB97M-V with the def2-TZVPD basis set.

Output
Highest occupied orbital energy (spin up / spin down) ... -13.98 / -13.97 eV
<S²> ... 6.030
Gap between HOMO and LUMO (spin up / spin down) ... 7.72 / 7.93 eV

Geometry as ORCA input:
```
! wB97M-V def2-TZVPD RIJCOSX def2/J DEFGRID3
* xyz 2 5
Cr 0.873 1.393 -0.139
C 3.792 1.294 -1.187
N 2.965 2.085 -0.269
C 2.800 3.556 -0.905
C 3.469 2.095 1.139
C 2.452 2.666 2.182
N 1.165 1.930 1.999
C 1.204 0.616 2.738
C 0.041 2.899 2.290
H 4.779 1.656 -1.335
H 3.355 1.219 -2.232
H 3.911 0.260 -0.782
H 3.799 3.992 -0.962
H 2.115 4.173 -0.317
H 2.450 3.386 -1.889
H 4.423 2.624 1.136
H 3.691 1.053 1.393
H 2.306 3.733 1.960
H 2.822 2.530 3.221
H 1.054 0.647 3.791
H 2.181 0.140 2.554
H 0.399 0.013 2.339
H 0.141 3.255 3.272
H -0.992 2.558 2.041
H 0.232 3.772 1.661
F -3.302 6.168 0.030
C -2.993 4.872 -0.037
C -3.846 3.916 0.580
F -5.037 4.273 1.193
C -3.566 2.559 0.463
F -4.656 1.753 0.746
C -2.351 2.099 -0.097
P -1.608 0.407 0.121
C -2.568 -0.400 1.423
C -2.732 -1.861 1.364
C -3.536 -2.457 2.269
C -4.069 -1.724 3.367
C -3.863 -0.366 3.474
C -3.095 0.305 2.463
C -2.453 -0.279 -1.317
C -1.700 -0.843 -2.389
C -2.310 -1.378 -3.512
C -3.687 -1.199 -3.708
C -4.431 -0.656 -2.669
C -3.850 -0.202 -1.516
C -1.680 2.987 -0.939
Br -0.494 2.391 -2.370
C -2.000 4.354 -0.847
F -1.210 5.271 -1.523
H -2.157 -2.361 0.603
H -3.751 -3.523 2.130
H -4.889 -2.217 3.894
H -4.271 0.220 4.304
H -3.112 1.409 2.434
H -0.576 -0.708 -2.341
H -1.619 -1.796 -4.226
H -4.130 -1.512 -4.624
H -5.481 -0.590 -2.758
H -4.591 0.275 -0.834
C -0.038 -4.490 -1.291
C 0.336 -3.844 0.052
O 0.192 -2.402 -0.173
P 1.397 -1.297 -0.379
O 2.396 -1.574 0.879
C 3.436 -2.600 1.006
C 3.506 -2.897 2.467
O 2.283 -1.860 -1.606
C 2.026 -1.742 -3.020
C 2.991 -2.547 -3.880
H -0.328 -5.516 -1.148
H 0.902 -4.510 -1.923
H -0.797 -3.879 -1.804
H 1.372 -4.047 0.436
H -0.366 -4.154 0.817
H 4.361 -2.147 0.630
H 3.162 -3.455 0.413
H 3.651 -1.992 3.079
H 4.268 -3.605 2.705
H 2.537 -3.333 2.776
H 2.187 -0.719 -3.225
H 0.998 -2.052 -3.233
H 3.892 -1.984 -3.944
H 2.596 -2.534 -4.926
H 3.229 -3.553 -3.560
*
```



No. 4
C30H41Cl3NO3P2ReSSeSi as an isolated structure in a non-equilibrium geometry, computed with ωB97M-V with the def2-TZVPD basis set.

Output
Highest occupied orbital energy (spin up / spin down) ... -3.07 / -4.24 eV
<S²> ... 3.779
Gap between HOMO and LUMO (spin up / spin down) ... 5.49 / 6.66 eV

Geometry as ORCA input:
```
! wB97M-V def2-TZVPD RIJCOSX def2/J DEFGRID3
* xyz -1 4
Re 1.089 -1.934 0.578
O -1.487 -4.325 0.980
S -1.073 -3.402 -0.030
O 0.283 -3.612 -0.605
O -1.135 -1.958 0.365
C -2.171 -3.505 -1.407
C -3.206 -4.423 -1.402
C -4.087 -4.445 -2.475
C -3.916 -3.552 -3.526
C -2.870 -2.639 -3.505
C -1.979 -2.600 -2.439
P -0.583 -1.378 -2.344
C 0.050 -1.556 -4.049
C -0.249 -0.740 -5.133
C 0.320 -0.988 -6.374
C 1.194 -2.052 -6.541
C 1.504 -2.866 -5.461
C 0.943 -2.616 -4.221
C -1.494 0.201 -2.363
C -2.768 0.331 -1.812
C -3.354 1.582 -1.676
C -2.677 2.719 -2.086
C -1.396 2.602 -2.610
C -0.804 1.357 -2.732
H -3.306 -5.097 -0.565
H -4.904 -5.153 -2.487
H -4.599 -3.565 -4.365
H -2.742 -1.947 -4.329
H -0.933 0.092 -5.014
H 0.080 -0.345 -7.212
H 1.639 -2.241 -7.510
H 2.202 -3.684 -5.576
H 1.210 -3.235 -3.371
H -3.303 -0.546 -1.473
H -4.342 1.665 -1.240
H -3.138 3.694 -1.985
H -0.849 3.486 -2.912
H 0.214 1.279 -3.095
Se 2.401 -3.281 1.978
Cl 2.647 -0.032 -2.189
Si 3.063 -1.459 -0.661
Cl 4.785 -0.621 0.180
Cl 3.827 -3.045 -1.806
C 3.365 0.203 3.532
C 1.983 0.737 3.948
C 2.158 1.961 4.850
C 1.302 -0.371 4.759
P 0.961 0.990 2.381
N 1.070 -0.211 1.420
C -0.847 1.230 2.862
C -1.100 2.187 4.031
C -1.595 1.718 1.611
C -1.461 -0.139 3.206
C 1.527 2.549 1.464
C 1.027 2.457 0.010
C 1.074 3.884 2.064
C 3.061 2.555 1.408
H 3.709 -0.506 4.287
H 4.104 0.996 3.456
H 3.331 -0.347 2.595
H 2.825 1.683 5.672
H 1.219 2.302 5.289
H 2.621 2.799 4.336
H 2.003 -0.716 5.522
H 1.056 -1.231 4.135
H 0.408 -0.012 5.269
H -0.549 3.122 3.961
H -0.852 1.719 4.984
H -2.166 2.432 4.057
H -1.433 2.774 1.401
H -2.665 1.575 1.773
H -1.313 1.138 0.732
H -1.098 -0.550 4.143
H -1.277 -0.867 2.415
H -2.542 -0.008 3.300
H 0.050 2.921 -0.116
H 0.971 1.424 -0.333
H 1.731 2.979 -0.641
H -0.007 4.014 2.040
H 1.511 4.688 1.464
H 1.412 4.025 3.090
H 3.460 1.620 1.013
H 3.512 2.748 2.376
H 3.370 3.360 0.737
*
```



No. 5
A 4-piece molecular cluster, C30H41Cl6F3N2O2S2 overall in a non-equilibrium geometry, computed with ωB97M-V with the def2-TZVPD basis set.

Output
Highest occupied orbital energy ... -8.12 eV
Structure (SMILES) ... CCCc1c(CCCS)ccc2c1Sc1c(ccc(N(C)C(C)=O)c1C[C@H](O)C(F)(F)F)N2.ClCCCl.ClCCCl.ClCCCl
Gap between HOMO and LUMO ... 8.38 eV

Geometry as ORCA input:
```
! wB97M-V def2-TZVPD RIJCOSX def2/J DEFGRID3
* xyz 0 1
C -5.766 0.625 -1.351
C -5.313 1.368 -0.066
C -3.793 1.101 0.177
C -3.415 0.640 1.576
C -4.074 -0.373 2.269
C -5.257 -1.147 1.667
C -5.116 -2.666 1.963
C -3.789 -3.251 1.499
S -3.589 -4.984 2.097
C -3.641 -0.729 3.529
C -2.559 -0.126 4.131
C -1.874 0.853 3.453
C -2.323 1.228 2.208
S -1.346 2.530 1.445
C 0.276 1.870 1.833
C 0.396 1.403 3.133
C 1.612 0.882 3.503
C 2.643 0.805 2.586
C 2.520 1.237 1.287
N 3.557 1.131 0.303
C 4.864 0.715 0.866
C 3.252 0.145 -0.711
C 2.021 -0.759 -0.629
O 3.988 0.065 -1.673
C 1.301 1.811 0.904
C 1.064 2.357 -0.484
C 1.425 3.860 -0.574
O 0.440 4.669 0.057
C 1.629 4.339 -2.010
F 2.307 5.511 -1.979
F 2.360 3.496 -2.755
F 0.461 4.550 -2.631
N -0.715 1.473 4.022
H -5.315 -0.372 -1.431
H -6.850 0.461 -1.372
H -5.447 1.191 -2.232
H -5.942 1.130 0.793
H -5.452 2.434 -0.281
H -3.498 0.283 -0.502
H -3.236 1.977 -0.156
H -6.225 -0.756 1.993
H -5.163 -1.054 0.579
H -5.925 -3.169 1.411
H -5.326 -2.859 3.020
H -2.908 -2.691 1.822
H -3.747 -3.288 0.404
H -2.298 -4.960 2.494
H -4.131 -1.515 4.097
H -2.277 -0.447 5.133
H 1.796 0.519 4.513
H 3.567 0.358 2.943
H 5.632 0.765 0.090
H 4.797 -0.355 1.141
H 5.195 1.341 1.696
H 1.172 -0.197 -1.040
H 1.721 -1.008 0.397
H 2.113 -1.688 -1.193
H 1.616 1.831 -1.265
H 0.006 2.294 -0.771
H 2.348 3.998 0.006
H 0.815 4.963 0.893
H -0.473 0.916 4.837
Cl 2.203 -2.612 -4.772
C 3.708 -2.777 -3.831
C 4.230 -4.191 -3.834
Cl 3.176 -5.299 -2.917
H 3.514 -2.422 -2.822
H 4.444 -2.116 -4.287
H 5.211 -4.220 -3.360
H 4.327 -4.579 -4.845
Cl -5.629 2.196 -6.503
C -4.079 1.937 -5.664
C -3.624 0.501 -5.735
Cl -4.668 -0.584 -4.781
H -4.195 2.267 -4.634
H -3.344 2.579 -6.149
H -2.618 0.413 -5.327
H -3.610 0.137 -6.760
Cl 6.280 -1.619 3.909
C 7.630 -2.346 2.998
C 7.831 -1.681 1.660
Cl 6.488 -2.016 0.539
H 7.429 -3.409 2.889
H 8.525 -2.226 3.607
H 8.739 -2.059 1.192
H 7.924 -0.602 1.761
*
```